Below is a cluster of 2 separate species, H4O2 in total, with properties calculated with the ωB97M-V functional and the def2-TZVPD basis.

spin multiplicity: 1
SMILES string: O.O
charge: 0
E_HOMO: -11.16 eV
orbital gap: 11.98 eV
ΔE to the lowest compared entry with this formula, charge and spin: 0.5 kcal/mol
total energy: -4159.916 eV

Cartesian coordinates (Å):
O -0.5257 -0.7423 -1.0840
H -0.6781 -1.5617 -0.6135
H -1.4009 -0.3841 -1.2320
O 0.6604 0.9078 1.3070
H 0.3766 0.5971 0.4473
H 1.5676 1.1832 1.1752